{"formula": "C52H45I3InN2O2P2Si", "method": "wB97M-V/def2-TZVPD", "species": ["In", "C", "C", "N", "C", "C", "C", "O", "C", "C", "N", "C", "C", "C", "C", "C", "C", "I", "C", "O", "H", "H", "H", "H", "H", "H", "H", "H", "H", "H", "H", "H", "C", "Si", "C", "C", "C", "C", "C", "C", "P", "C", "C", "C", "C", "C", "C", "C", "C", "C", "C", "C", "C", "C", "C", "C", "C", "C", "C", "P", "C", "C", "C", "C", "C", "C", "C", "C", "C", "C", "C", "C", "H", "H", "H", "H", "H", "H", "H", "H", "H", "H", "H", "H", "H", "H", "H", "H", "H", "H", "H", "H", "H", "H", "H", "H", "H", "H", "H", "H", "H", "H", "H", "I", "C", "I", "H", "H"], "coordinates": [[-1.985, -0.313, 0.322], [-3.330, 1.105, 5.136], [-4.124, 1.549, 3.952], [-5.129, 2.331, 4.185], [-5.993, 2.756, 3.292], [-5.735, 2.552, 1.944], [-6.640, 3.244, 0.946], [-7.326, 4.335, 1.496], [-4.673, 1.775, 1.526], [-4.467, 1.415, 0.146], [-4.163, 0.149, -0.184], [-5.100, -0.619, -0.885], [-6.045, -0.029, -1.722], [-7.083, -0.738, -2.328], [-6.981, -2.170, -2.341], [-5.964, -2.764, -1.609], [-5.058, -2.039, -0.829], [-3.757, -2.892, 0.647], [-3.784, 1.240, 2.530], [-2.600, 0.711, 2.364], [-3.165, 2.000, 5.798], [-2.346, 0.760, 4.761], [-3.819, 0.248, 5.730], [-6.806, 3.393, 3.667], [-7.386, 2.529, 0.634], [-6.026, 3.523, 0.079], [-7.487, 5.016, 0.851], [-4.585, 2.223, -0.544], [-6.132, 1.056, -1.656], [-7.824, -0.235, -2.914], [-7.632, -2.776, -2.932], [-5.924, -3.859, -1.650], [-0.494, -2.940, 2.260], [0.514, -1.577, 1.416], [1.282, -0.510, 2.757], [0.878, -0.573, 4.084], [1.621, 0.055, 5.082], [2.681, 0.889, 4.765], [2.953, 1.131, 3.423], [2.316, 0.434, 2.425], [2.411, 0.975, 0.646], [1.501, 2.534, 0.827], [1.476, 3.420, -0.256], [0.936, 4.728, -0.154], [0.361, 5.194, 1.027], [0.226, 4.270, 2.081], [0.820, 2.983, 1.972], [4.194, 1.515, 0.548], [5.104, 0.835, 1.314], [6.398, 1.338, 1.475], [6.771, 2.488, 0.800], [5.818, 3.172, 0.023], [4.527, 2.704, -0.077], [2.102, -2.432, 0.687], [3.043, -2.865, 1.616], [4.145, -3.622, 1.261], [4.338, -4.014, -0.057], [3.443, -3.592, -1.013], [2.313, -2.744, -0.682], [1.394, -1.935, -1.953], [1.315, -3.171, -3.216], [0.955, -4.478, -2.858], [0.822, -5.468, -3.835], [1.042, -5.182, -5.163], [1.512, -3.928, -5.516], [1.703, -2.967, -4.552], [2.603, -0.743, -2.693], [3.933, -0.690, -2.361], [4.813, 0.029, -3.142], [4.398, 0.870, -4.207], [3.025, 0.964, -4.390], [2.114, 0.086, -3.699], [0.024, -3.492, 3.052], [-1.499, -2.632, 2.545], [-0.652, -3.698, 1.530], [0.141, -1.291, 4.361], [1.323, -0.078, 6.078], [3.420, 1.264, 5.479], [3.701, 1.845, 3.046], [1.918, 3.156, -1.235], [0.984, 5.323, -1.095], [-0.042, 6.236, 1.074], [-0.276, 4.624, 2.975], [0.662, 2.346, 2.778], [4.827, -0.053, 1.865], [7.155, 0.770, 2.015], [7.784, 2.931, 0.867], [5.987, 4.168, -0.349], [3.721, 3.298, -0.589], [2.878, -2.789, 2.689], [4.877, -3.971, 2.011], [5.179, -4.683, -0.328], [3.643, -3.897, -2.040], [0.579, -4.720, -1.912], [0.451, -6.454, -3.563], [0.965, -6.048, -5.891], [1.755, -3.729, -6.576], [2.156, -2.022, -4.858], [4.376, -1.171, -1.471], [5.878, 0.004, -2.856], [5.145, 1.520, -4.658], [2.549, 1.612, -5.153], [1.065, 0.131, -4.081], [-2.035, 1.721, -2.694], [-2.685, -0.245, -3.483], [-2.192, -2.229, -2.722], [-2.237, -0.224, -4.461], [-3.764, -0.186, -3.429]], "lowdin_charge": [0.522, -0.030, -0.252, 0.109, -0.073, -0.139, -0.214, -0.032, -0.076, -0.073, -0.111, -0.376, -0.043, -0.030, -0.059, -0.148, -0.617, 1.011, -0.222, -0.183, 0.099, 0.058, 0.112, 0.132, 0.125, 0.119, 0.092, 0.096, 0.110, 0.102, 0.100, 0.114, -0.242, 0.671, -0.313, -0.083, -0.053, -0.039, -0.104, -0.388, 1.125, -0.367, -0.141, -0.087, -0.087, -0.052, -0.062, -0.367, -0.132, -0.072, -0.074, -0.074, -0.093, -0.288, -0.109, -0.072, -0.078, -0.076, -0.403, 0.996, -0.440, -0.125, -0.087, -0.095, -0.084, -0.082, -0.388, -0.117, -0.075, -0.069, -0.081, -0.125, 0.058, -0.021, 0.004, 0.093, 0.093, 0.120, 0.122, 0.103, 0.114, 0.118, 0.104, 0.073, 0.101, 0.110, 0.116, 0.102, 0.095, 0.112, 0.120, 0.124, 0.117, 0.087, 0.109, 0.129, 0.119, 0.097, 0.113, 0.115, 0.106, 0.108, 0.107, 0.759, -0.969, 0.865, -0.058, -0.058], "total_charge": 1, "de_lowest_kj_mol": 332.5}

***

{"formula": "C36H72O12", "method": "wB97M-V/def2-TZVPD", "species": ["O", "C", "C", "C", "C", "O", "C", "C", "H", "H", "H", "H", "O", "C", "C", "C", "C", "O", "C", "C", "H", "H", "H", "H", "C", "C", "C", "O", "H", "H", "H", "H", "H", "H", "H", "H", "C", "C", "C", "O", "H", "H", "H", "H", "H", "H", "H", "H", "C", "C", "C", "O", "H", "H", "H", "H", "H", "H", "H", "H", "C", "C", "C", "O", "H", "H", "H", "H", "H", "H", "H", "H", "C", "C", "C", "O", "H", "H", "H", "H", "H", "H", "H", "H", "C", "C", "C", "O", "H", "H", "H", "H", "H", "H", "H", "H", "C", "C", "C", "O", "H", "H", "H", "H", "H", "H", "H", "H", "C", "C", "C", "O", "H", "H", "H", "H", "H", "H", "H", "H"], "coordinates": [[3.470, 0.425, 2.393], [3.572, 1.256, 3.281], [4.649, 1.131, 4.407], [4.565, 2.005, 5.607], [3.573, 3.114, 5.686], [3.503, 3.871, 6.691], [2.608, 3.293, 4.566], [2.588, 2.339, 3.387], [5.453, 0.223, 4.282], [5.083, 1.960, 6.489], [1.789, 3.952, 4.659], [2.004, 2.555, 2.414], [-0.279, 1.686, 1.817], [-0.008, 1.110, 0.743], [0.959, 0.008, 0.664], [1.341, -0.560, -0.675], [0.832, -0.018, -1.964], [0.998, -0.534, -3.045], [-0.178, 1.117, -1.903], [-0.478, 1.595, -0.574], [1.249, -0.461, 1.648], [2.166, -1.321, -0.637], [-0.691, 1.597, -2.756], [-1.129, 2.452, -0.703], [3.301, -3.669, 2.465], [4.480, -2.908, 3.055], [5.481, -2.177, 2.130], [3.962, -1.916, 3.911], [2.916, -4.201, 3.396], [3.835, -4.418, 1.780], [2.630, -2.928, 1.928], [5.130, -3.656, 3.593], [5.922, -2.962, 1.507], [6.091, -1.496, 2.695], [5.022, -1.454, 1.635], [3.584, -1.356, 3.381], [-4.078, 1.255, 1.260], [-3.921, 0.688, -0.110], [-3.219, -0.686, -0.203], [-5.172, 0.702, -0.829], [-4.939, 0.897, 1.955], [-4.503, 2.285, 1.208], [-3.225, 1.145, 1.901], [-3.152, 1.369, -0.509], [-3.030, -0.996, -1.013], [-3.986, -1.281, 0.304], [-2.350, -0.845, 0.324], [-5.488, 1.613, -1.053], [0.344, -1.195, 4.622], [-1.107, -1.474, 4.595], [-1.998, -0.567, 3.663], [-1.499, -2.756, 4.365], [1.070, -1.689, 5.317], [0.470, -0.301, 4.919], [0.788, -1.255, 3.574], [-1.470, -1.400, 5.549], [-2.944, -0.859, 4.104], [-1.668, -0.649, 2.664], [-1.726, 0.413, 3.939], [-1.327, -3.281, 5.107], [-1.498, -5.524, 0.526], [-1.275, -4.393, 1.614], [-0.108, -3.405, 1.030], [-2.440, -3.629, 1.733], [-2.402, -6.254, 0.952], [-0.725, -6.120, 0.193], [-1.998, -5.219, -0.307], [-0.998, -4.663, 2.557], [-0.429, -3.137, 0.038], [0.735, -3.823, 0.902], [0.112, -2.539, 1.801], [-2.332, -2.840, 2.492], [-4.532, 0.112, -4.997], [-3.161, 0.095, -4.213], [-1.953, 0.325, -5.090], [-3.339, 1.224, -3.380], [-4.682, -0.492, -5.712], [-5.201, 0.936, -5.168], [-5.100, -0.360, -4.474], [-3.339, -0.703, -3.605], [-1.916, 1.393, -5.309], [-1.727, -0.360, -5.864], [-1.079, 0.120, -4.519], [-4.019, 1.022, -2.654], [-0.158, -5.288, -3.774], [0.409, -4.015, -3.040], [1.849, -4.128, -2.857], [0.048, -2.914, -3.877], [-1.194, -4.960, -3.965], [0.007, -6.242, -3.377], [0.173, -5.433, -4.930], [-0.038, -3.778, -2.304], [2.313, -4.100, -3.652], [2.210, -5.162, -2.544], [2.210, -3.341, -2.184], [0.086, -2.087, -3.336], [-1.202, 5.703, -4.159], [-2.232, 4.697, -3.822], [-2.834, 4.110, -5.167], [-1.881, 3.593, -3.057], [-0.336, 5.422, -3.711], [-1.353, 6.722, -3.683], [-0.970, 5.940, -5.171], [-3.086, 5.091, -3.439], [-3.212, 4.720, -5.910], [-3.631, 3.392, -5.000], [-1.954, 3.632, -5.704], [-2.655, 2.997, -2.839], [1.826, 4.657, 0.913], [2.589, 4.737, -0.353], [3.383, 3.485, -0.568], [1.620, 4.877, -1.376], [1.053, 3.867, 0.972], [1.034, 5.612, 1.116], [2.448, 4.630, 1.891], [3.037, 5.685, -0.475], [4.210, 3.307, 0.246], [3.909, 3.769, -1.423], [2.854, 2.544, -0.455], [1.012, 5.705, -1.135]], "lowdin_charge": [0.050, -0.392, 0.097, 0.055, -0.386, 0.067, 0.089, 0.061, 0.152, 0.071, 0.091, 0.095, 0.047, -0.408, 0.046, 0.088, -0.376, 0.081, 0.095, 0.025, 0.087, 0.118, 0.098, 0.097, -0.048, -0.485, -0.035, -0.028, 0.108, 0.103, 0.081, 0.147, 0.094, 0.074, 0.003, -0.070, -0.067, -0.467, 0.020, -0.051, 0.113, 0.088, 0.044, 0.104, -0.042, 0.115, 0.049, 0.119, -0.021, -0.498, -0.002, -0.021, 0.115, -0.001, 0.085, 0.110, 0.102, 0.045, 0.065, 0.088, -0.027, -0.420, -0.017, -0.118, 0.138, 0.035, 0.021, 0.081, 0.061, -0.036, 0.090, 0.149, -0.005, -0.365, -0.001, -0.113, 0.017, 0.102, -0.027, 0.107, 0.078, 0.080, 0.040, 0.106, -0.025, -0.461, -0.032, -0.054, 0.072, 0.037, 0.130, 0.013, -0.011, 0.122, 0.083, 0.056, -0.039, -0.475, -0.041, -0.067, 0.033, 0.106, 0.074, 0.096, 0.038, 0.062, 0.098, 0.092, -0.099, -0.546, -0.031, -0.103, 0.055, 0.141, 0.086, 0.124, 0.122, 0.059, 0.071, 0.154], "smiles": "O=C1C=CC(=O)C=C1.O=C1C=CC(=O)C=C1.CC(C)O.CC(C)O.CC(C)O.CC(C)O.CC(C)O.CC(C)O.CC(C)O.CC(C)O", "total_charge": 0, "de_lowest_kj_mol": 1942.9}

***

{"formula": "C2H17O7V", "method": "wB97M-V/def2-TZVPD", "species": ["V", "C", "C", "O", "H", "H", "H", "H", "H", "O", "H", "H", "O", "H", "H", "O", "H", "H", "O", "H", "H", "O", "H", "H", "O", "H", "H"], "coordinates": [[-0.252, 0.969, 0.383], [1.009, -2.261, -2.067], [-0.044, -1.330, -1.364], [0.563, -0.662, -0.317], [1.796, -1.714, -2.515], [0.479, -2.877, -2.738], [1.435, -2.842, -1.262], [-0.780, -1.978, -0.955], [-0.557, -0.665, -2.041], [0.089, -2.763, 1.504], [0.095, -3.488, 0.867], [0.245, -1.942, 0.910], [0.894, 1.948, -1.326], [1.256, 2.822, -1.459], [1.531, 1.412, -1.816], [-2.093, 0.833, -0.516], [-2.396, 0.057, -0.996], [-2.832, 1.198, -0.057], [-0.901, -0.013, 2.026], [-1.503, 0.623, 2.398], [-0.528, -0.391, 2.853], [-1.038, 2.813, 1.092], [-0.308, 3.220, 1.597], [-1.735, 3.458, 1.285], [1.545, 1.346, 1.352], [1.662, 1.051, 2.251], [2.368, 1.178, 0.913]], "mulliken_spin": [2.174, -0.010, 0.004, -0.179, 0.000, 0.000, -0.001, -0.012, 0.004, -0.004, 0.000, 0.002, 0.004, 0.002, -0.001, 0.003, 0.004, 0.001, 0.000, 0.001, 0.003, 0.003, 0.003, 0.000, -0.006, 0.002, 0.003], "spin_multiplicity": 3, "s2": 2.07, "total_charge": 2, "de_lowest_kj_mol": 0.0}

***

{"formula": "C25H32IrN9O9P2", "method": "wB97M-V/def2-TZVPD", "species": ["Ir", "O", "C", "C", "C", "N", "C", "C", "C", "O", "O", "C", "O", "O", "H", "H", "H", "C", "N", "C", "P", "O", "O", "P", "O", "N", "C", "C", "N", "C", "C", "N", "C", "C", "H", "H", "H", "H", "H", "H", "H", "H", "H", "H", "H", "H", "H", "H", "H", "H", "H", "H", "H", "H", "H", "H", "H", "H", "N", "C", "C", "C", "C", "C", "C", "C", "H", "H", "H", "H", "H", "O", "N", "C", "C", "N", "C", "N"], "coordinates": [[-1.077, 0.921, 0.836], [-1.808, 6.418, 3.965], [-1.691, 5.242, 3.366], [-1.134, 4.114, 3.984], [-1.021, 2.960, 3.244], [-1.413, 2.868, 1.987], [-2.028, 3.894, 1.420], [-2.174, 5.107, 2.052], [-2.650, 3.543, 0.024], [-2.988, 4.461, -0.684], [-2.735, 2.304, -0.173], [-0.600, 1.580, 3.853], [0.087, 1.605, 4.849], [-1.098, 0.641, 3.205], [-1.472, 6.413, 4.873], [-0.808, 4.121, 5.013], [-2.661, 5.934, 1.562], [2.704, -1.033, 4.100], [2.809, -1.523, 2.738], [3.878, -2.467, 2.504], [1.367, -1.474, 1.922], [0.888, -0.094, 1.776], [1.783, -2.084, 0.460], [1.227, -1.393, -0.917], [-0.077, -0.728, -0.726], [1.230, -2.679, -1.954], [0.711, -2.416, -3.279], [1.363, -4.072, -1.590], [2.441, -0.397, -1.475], [2.695, 0.844, -0.765], [3.665, -1.014, -1.954], [0.302, -2.577, 2.563], [0.705, -3.958, 2.712], [-1.125, -2.361, 2.640], [2.463, -1.836, 4.802], [1.918, -0.280, 4.143], [3.651, -0.585, 4.397], [3.817, -3.331, 3.173], [4.831, -1.972, 2.700], [3.856, -2.804, 1.470], [0.615, -1.339, -3.409], [-0.269, -2.876, -3.427], [1.396, -2.807, -4.033], [1.730, -4.150, -0.569], [2.082, -4.548, -2.262], [0.406, -4.595, -1.674], [1.778, 1.196, -0.301], [3.046, 1.598, -1.473], [3.455, 0.707, 0.012], [3.434, -1.923, -2.499], [4.350, -1.250, -1.135], [4.165, -0.319, -2.629], [1.789, -4.036, 2.700], [0.293, -4.583, 1.912], [0.326, -4.343, 3.663], [-1.323, -1.294, 2.667], [-1.506, -2.815, 3.557], [-1.644, -2.812, 1.789], [-0.255, 2.012, -0.932], [-0.514, 1.886, -2.051], [-0.870, 1.694, -3.387], [-2.225, 1.745, -3.739], [-2.592, 1.486, -5.044], [-1.624, 1.207, -5.998], [-0.279, 1.180, -5.654], [0.107, 1.417, -4.350], [-2.958, 2.005, -2.992], [-3.634, 1.504, -5.323], [-1.917, 1.031, -7.021], [0.467, 0.980, -6.408], [1.150, 1.413, -4.072], [-2.828, -0.330, 0.804], [-3.186, -0.716, -0.319], [-4.019, -0.278, -1.201], [-4.136, -1.007, -2.412], [-4.215, -1.572, -3.405], [-4.849, 0.875, -1.111], [-5.571, 1.762, -1.093]], "mulliken_spin": [0.609, 0.002, 0.004, -0.004, -0.006, -0.012, 0.001, -0.003, 0.005, -0.022, -0.064, 0.016, 0.010, 0.092, 0.000, 0.000, 0.000, -0.001, 0.000, 0.000, 0.018, 0.022, 0.000, 0.014, 0.033, 0.004, 0.001, 0.000, 0.000, -0.003, 0.000, -0.001, 0.000, 0.001, 0.000, 0.000, 0.000, 0.000, 0.000, 0.000, 0.000, 0.000, 0.000, 0.000, 0.000, 0.000, 0.001, 0.000, 0.000, 0.000, 0.000, 0.000, 0.000, 0.000, 0.000, -0.003, 0.000, 0.000, 0.000, 0.007, 0.007, 0.004, 0.001, 0.002, 0.000, 0.002, -0.003, 0.000, 0.000, 0.000, 0.000, 0.156, -0.109, 0.118, -0.014, 0.063, -0.005, 0.058], "energy_ev": -79689.8468, "spin_multiplicity": 2, "s2": 0.81, "total_charge": 1}